Molecular formula: C13H19BrCl33FN2O2P
Method: DFT, the ωB97M-V functional and the def2-TZVPD basis

The largest force on an atom comes out at 0.5 eV Å⁻¹. The calculation puts the frontier orbital gap at 7.0 eV. The value obtained for the lowest unoccupied orbital energy is 0.05373 Ha. The highest occupied orbital energy is -5.52 eV. The charge is -1.

Positions of all 72 atoms, in Å:
N (-2.203, 1.610, -0.654)
C (-1.073, 0.750, -0.988)
O (-0.339, 1.226, -2.060)
P (0.930, -0.011, -2.406)
N (2.148, -1.276, -2.668)
F (1.899, 1.184, -3.083)
O (-0.189, -1.234, -1.652)
C (-1.394, -0.699, -1.333)
Br (-2.669, -0.768, -2.870)
H (-2.657, 1.231, 0.174)
H (-1.838, 2.520, -0.383)
H (-0.383, 0.600, -0.125)
H (1.476, 0.339, -1.161)
H (0.369, -0.249, -3.671)
H (2.794, -1.265, -1.880)
H (1.695, -2.187, -2.640)
H (-1.926, -1.255, -0.547)
C (-5.773, 1.695, -4.688)
Cl (-7.429, 2.268, -4.376)
Cl (-4.690, 2.115, -3.386)
Cl (-5.776, -0.043, -4.996)
H (-5.431, 2.186, -5.590)
C (3.566, 2.713, -0.672)
Cl (1.992, 3.476, -0.856)
Cl (4.711, 3.802, 0.129)
Cl (3.431, 1.188, 0.178)
H (3.942, 2.510, -1.667)
C (-0.528, -0.820, 3.193)
Cl (-0.926, 0.890, 3.396)
Cl (-2.004, -1.797, 3.154)
Cl (0.444, -1.094, 1.757)
H (0.043, -1.162, 4.044)
C (-3.671, -5.710, 4.307)
Cl (-4.796, -7.008, 3.914)
Cl (-2.073, -6.049, 3.632)
Cl (-4.273, -4.152, 3.755)
H (-3.573, -5.669, 5.384)
C (-1.519, 1.028, -7.240)
Cl (-3.189, 1.567, -7.537)
Cl (-0.512, 2.380, -6.728)
Cl (-1.462, -0.275, -6.077)
H (-1.141, 0.667, -8.188)
C (-5.838, -10.886, 4.775)
Cl (-6.891, -10.145, 5.980)
Cl (-6.014, -10.094, 3.212)
Cl (-4.157, -10.864, 5.309)
H (-6.138, -11.920, 4.662)
C (1.284, -4.288, 3.962)
Cl (2.531, -4.275, 2.726)
Cl (1.262, -5.823, 4.826)
Cl (1.491, -2.943, 5.105)
H (0.323, -4.155, 3.478)
C (4.111, 8.117, -0.230)
Cl (3.012, 6.784, -0.504)
Cl (5.738, 7.725, -0.806)
Cl (3.531, 9.608, -0.987)
H (4.176, 8.295, 0.836)
C (-0.773, 4.811, 2.979)
Cl (-1.074, 6.543, 3.176)
Cl (-2.294, 3.923, 2.855)
Cl (0.246, 4.489, 1.588)
H (-0.255, 4.465, 3.865)
C (4.369, -1.006, 3.645)
Cl (5.546, -1.270, 4.940)
Cl (3.808, 0.656, 3.624)
Cl (5.040, -1.470, 2.084)
H (3.517, -1.644, 3.843)
C (5.399, 4.040, -4.425)
Cl (5.428, 2.364, -3.893)
Cl (5.268, 5.152, -3.066)
Cl (6.828, 4.414, -5.405)
H (4.527, 4.175, -5.052)